(1)
52
Properties=species:S:1:pos:R:3:lowdin_charge:R:1 method="wB97M-V/def2-TZVPD" e_above_lowest_ev=0.058 e_tot_ev=-90167.299 s2=6.01 molar_mass_g_mol=433.237 lumo_ha="-0.1991 / -0.2289" homo_lumo_gap_ha="0.3403 / 0.3104" homo_energy_ev="-14.68 / -14.67" total_charge=+2 multiplicity=5
Fe 1.59623 -1.39248 -0.98517 0.7138
N 0.41498 -2.73273 -2.42040 -0.0097
N 1.26225 -3.69413 -2.99999 -0.0851
C 2.61839 -3.73442 -2.80044 -0.7811
N 3.30490 -4.39146 -3.78957 0.1281
S 3.32409 -3.04279 -1.41416 0.7328
H -0.23582 -3.26232 -1.78364 0.1300
H -0.17641 -2.34171 -3.15225 0.1220
H 0.82895 -4.13141 -3.85852 0.1885
H 2.78592 -4.68595 -4.65502 0.1528
H 4.29317 -4.62188 -3.59038 0.1382
C -2.90991 -2.13165 0.44137 -0.0672
N -2.30609 -0.85294 0.87891 -0.3080
C -3.21382 0.28855 0.95450 -0.0888
P -0.70396 -0.78415 1.21474 0.5875
O 0.11426 -1.87981 0.51693 -0.3521
O -0.26168 0.80283 0.82075 -0.2841
P 0.71555 1.51133 -0.23626 0.5563
O 1.80219 0.52430 -0.64842 -0.3547
N -0.30510 1.93623 -1.45112 -0.2879
C -0.21692 1.37763 -2.84565 -0.0439
C -1.34601 2.93281 -1.23619 -0.0961
N 1.37772 2.76137 0.64175 -0.2891
C 0.52036 3.73262 1.45206 -0.0424
C 2.80072 2.84972 0.91796 -0.0824
N -0.44904 -0.79798 2.80970 -0.3002
C -1.27109 0.09420 3.70002 -0.0399
C 0.92109 -0.87686 3.17014 -0.1274
H -3.75335 -1.94044 -0.25585 0.0966
H -3.23591 -2.70914 1.34557 0.1068
H -2.08241 -2.73946 -0.12151 0.0877
H -3.68317 0.49257 -0.06992 0.1216
H -2.61044 1.16344 1.20092 0.0539
H -3.93762 0.15779 1.76469 0.0971
H 0.45227 1.99263 -3.46237 0.0987
H -1.25755 1.38786 -3.30091 0.1125
H 0.14440 0.35364 -2.75433 0.0368
H -2.17969 2.77724 -1.94045 0.0979
H -0.96579 3.96431 -1.32161 0.1030
H -1.85494 2.89710 -0.26181 0.0655
H 0.71586 4.71550 1.03525 0.0862
H 0.82873 3.81244 2.52519 0.1087
H -0.53954 3.44348 1.29763 0.0626
H 3.38815 2.43926 0.14781 0.0631
H 3.03076 2.24436 1.85366 0.1104
H 2.96193 3.89964 1.13697 0.0939
H -2.35132 -0.14060 3.58288 0.0818
H -1.24396 1.12599 3.27878 0.0840
H -1.05076 -0.02767 4.78763 0.1162
H 1.45567 -1.60792 2.49963 0.0949
H 0.96918 -1.23398 4.22420 0.1106
H 1.51460 0.07501 3.15628 0.0994


(2)
51
Properties=species:S:1:pos:R:3:lowdin_charge:R:1 method="wB97M-V/def2-TZVPD" e_above_lowest_ev=0.146 e_tot_ev=-41532.096 molar_mass_g_mol=339.408 lumo_ha=0.0020 homo_lumo_gap_ha=0.3359 homo_energy_ev=-9.08 total_charge=0
Be -11.97082 0.86562 -5.22569 0.1866
S -13.44763 1.53481 -3.55829 0.4469
O -13.86908 0.69827 -2.45112 -0.3127
O -13.81891 0.96062 -4.91651 -0.2905
O -14.18656 2.81984 -3.40209 -0.3324
O -11.87707 1.77896 -3.58558 -0.3015
C -11.25090 -2.34038 -7.10184 -0.0439
O -10.31090 -2.51718 -5.92716 -0.1467
H -10.70779 -2.59308 -8.00914 0.0834
H -12.22402 -2.81131 -6.91436 0.0848
H -11.49092 -1.24062 -7.15733 0.0716
H -10.87203 -2.69076 -5.14466 0.0461
C -12.88096 -4.12220 -4.12384 -0.1192
O -12.48414 -2.74709 -3.96013 -0.1846
H -13.39682 -4.36290 -3.20693 0.0835
H -13.53229 -4.19703 -5.00063 0.0790
H -11.99849 -4.69970 -4.28674 0.0688
H -13.14118 -2.29517 -3.34971 0.0808
C -15.87665 -1.68584 -4.08944 -0.1145
O -14.99707 -1.96203 -2.96933 -0.1470
H -15.41081 -1.91819 -5.04853 0.0687
H -16.79199 -2.30805 -3.98287 0.0844
H -16.17625 -0.63515 -4.09512 0.0792
H -14.64684 -1.14360 -2.62927 0.0204
C -8.83505 0.57496 -3.72711 -0.0483
C -9.29667 0.68252 -5.23353 -0.1539
O -10.61827 0.08901 -5.37352 -0.0603
H -9.07006 1.39243 -3.02033 0.0859
H -7.74901 0.41839 -3.73286 0.0760
H -9.21897 -0.29846 -3.20463 0.0791
H -8.70351 -0.00872 -5.85235 0.1334
H -9.14247 1.77375 -5.51949 0.1474
H -10.43038 -0.79860 -5.47040 0.0203
C -15.87658 4.49223 -7.36256 -0.0870
C -15.54925 3.43757 -6.33493 -0.3299
O -14.32233 3.88128 -5.78733 -0.1420
H -16.20530 5.38721 -6.88390 0.0634
H -16.54228 4.30001 -8.17386 0.0573
H -14.87115 4.72685 -7.77973 0.0805
H -15.36853 2.44391 -6.77121 0.1025
H -16.30815 3.30867 -5.51549 0.1350
H -14.39184 3.57512 -4.83609 0.0252
C -11.74939 2.02107 -8.76648 -0.0649
C -10.99376 2.22799 -7.51072 -0.1561
O -11.99563 1.94128 -6.41252 -0.0877
H -12.35672 2.90599 -8.93157 0.0876
H -12.28146 1.05381 -8.87519 0.1050
H -11.05648 2.13432 -9.57736 0.0768
H -10.80290 3.30731 -7.38052 0.1444
H -10.14424 1.61838 -7.29424 0.0851
H -12.74940 2.60009 -6.42069 0.1340


(3)
45
Properties=species:S:1:pos:R:3:lowdin_charge:R:1 method="wB97M-V/def2-TZVPD" e_above_lowest_ev=0.000 e_tot_ev=-18699.812 molar_mass_g_mol=214.155 lumo_ha=0.0115 homo_lumo_gap_ha=0.3402 homo_energy_ev=-8.95 total_charge=0
O -0.04588 0.22163 0.25712 0.1231
H 0.57877 0.66032 -0.45028 0.0074
H -0.90213 -0.08404 -0.11566 0.0906
H 0.44859 -0.51246 0.72006 0.0731
B 1.68384 1.36966 -1.69378 -0.4019
H 2.62764 1.40043 -2.43945 -0.0335
H 0.89347 2.17987 -2.12494 -0.0298
H 1.19608 0.24797 -1.69917 -0.0248
H 2.00062 1.61906 -0.54252 -0.0241
C -2.62342 4.49455 0.52945 -0.0639
C -1.57563 3.42072 0.78967 -0.4998
C -0.16363 3.90923 0.46017 -0.0529
O -1.63396 2.94895 2.13438 -0.0554
H -2.52378 4.82119 -0.50612 0.0791
H -2.48529 5.34868 1.19742 0.0799
H -3.63471 4.11579 0.68593 0.0763
H -1.77713 2.55884 0.15022 0.1247
H 0.15851 4.64739 1.19704 0.0820
H -0.12157 4.33762 -0.54205 0.0817
H 0.50861 3.05579 0.45083 0.0435
H -1.65811 3.71849 2.71188 0.0810
C -3.65139 -3.01605 -0.94360 -0.0516
C -2.31383 -2.57493 -0.35279 -0.4625
C -1.15901 -3.40363 -0.87594 -0.0438
O -2.11214 -1.17366 -0.61084 -0.0637
H -3.92071 -3.98588 -0.52672 0.0855
H -3.61181 -3.06555 -2.03258 0.0842
H -4.41040 -2.29734 -0.63475 0.0846
H -2.42031 -2.69756 0.72549 0.1419
H -1.25314 -4.41910 -0.47803 0.0889
H -0.19380 -3.04018 -0.52178 0.0602
H -1.18072 -3.46386 -1.96402 0.0884
H -2.24719 -1.03807 -1.55588 0.1163
C 3.86053 -1.24404 1.72142 -0.0437
C 2.82364 -1.26354 0.61669 -0.4400
C 3.11237 -2.28613 -0.45596 -0.0450
O 1.50750 -1.52962 1.19586 -0.0816
H 3.62098 -0.49247 2.47162 0.0854
H 4.82174 -0.95986 1.28686 0.0903
H 3.96883 -2.23005 2.17679 0.0820
H 2.72803 -0.27697 0.16119 0.1023
H 2.26512 -2.35826 -1.13929 0.0758
H 3.30288 -3.27551 -0.02772 0.0837
H 3.98102 -2.00924 -1.05295 0.0924
H 1.53089 -2.37816 1.64674 0.1139


(4)
52
Properties=species:S:1:pos:R:3:lowdin_charge:R:1 method="wB97M-V/def2-TZVPD" e_above_lowest_ev=0.120 e_tot_ev=-35856.041 molar_mass_g_mol=338.340 lumo_ha=0.0919 homo_lumo_gap_ha=0.2067 homo_energy_ev=-3.12 total_charge=-1
N -0.01378 0.63951 -0.34164 0.2459
H 0.31083 0.68318 -1.35366 0.0355
H 0.52215 -0.08809 0.17293 0.0770
H -1.01982 0.54950 -0.16964 0.0651
H 0.27328 1.49174 0.14515 0.0713
O 0.98798 0.15244 -2.82833 -0.4968
H 1.28150 1.06035 -2.99595 -0.1572
C 1.10730 -2.56398 1.09003 -0.4705
O 1.61217 -3.63331 0.27144 -0.0693
O 1.74535 -1.43716 0.74820 -0.1762
C -0.46400 -2.50101 1.17389 -0.5501
F -1.04526 -2.62162 -0.03871 0.1363
F -0.96587 -3.50322 1.91263 0.1147
F -0.86209 -1.32094 1.69296 0.1157
C 1.01522 -4.89718 0.39621 -0.3034
C 1.93660 -5.91520 -0.26303 -0.0881
H 2.93247 -5.85324 0.17882 0.0721
H 1.63156 -6.95520 -0.10458 0.0622
H 2.01497 -5.83458 -1.34840 0.0713
H 0.02488 -4.88976 -0.06630 0.1119
H 0.96671 -5.24827 1.43675 0.1131
H 1.36925 -2.87431 2.12565 0.1331
C -3.58307 1.34417 0.30392 -0.1180
O -2.74354 0.18413 0.27331 -0.1466
H -2.98792 2.19464 -0.03177 0.0705
H -4.40540 1.18958 -0.39499 0.0780
H -3.89473 1.53823 1.33008 0.0798
H -2.94963 -0.37420 1.02641 0.0759
C -2.97217 1.16062 -4.34420 -0.1774
O -2.03320 0.55817 -3.47183 -0.1229
H -2.55054 1.21712 -5.35132 0.0730
H -3.85887 0.52581 -4.44546 0.0650
H -3.32150 2.09911 -3.90255 0.0629
H -1.63447 1.24750 -2.92385 0.0168
C 1.97420 3.78172 1.66175 -0.1584
O 1.13569 2.65427 1.55146 -0.1558
H 1.51080 4.57300 2.26281 0.0698
H 2.94315 3.56885 2.11762 0.0820
H 2.12668 4.17272 0.65493 0.0658
H 1.38463 1.99972 2.23255 0.0481
C 0.09029 3.82185 -1.82766 -0.1509
O -0.85394 2.83489 -2.12382 -0.1268
H 0.79889 3.47006 -1.07427 0.0579
H 0.72724 4.18402 -2.63937 0.0851
H -0.36472 4.68495 -1.32669 0.0832
H -1.65930 3.24228 -2.45460 0.0801
C 1.83846 -0.06094 3.80304 -0.1678
O 2.42053 0.50290 2.64418 -0.1466
H 1.13962 0.64236 4.27354 0.0704
H 1.39629 -1.05342 3.74596 0.0709
H 2.58206 -0.11393 4.61318 0.0671
H 2.38311 -0.22984 1.98323 0.0551